{"formula": "C18H40Br6N4O4", "method": "ωB97M-V with the def2-TZVPD basis set", "species": ["Br", "C", "C", "Br", "H", "H", "H", "H", "Br", "C", "C", "Br", "H", "H", "H", "H", "Br", "C", "C", "Br", "H", "H", "H", "H", "C", "O", "N", "C", "C", "H", "H", "H", "H", "H", "H", "H", "C", "O", "N", "C", "C", "H", "H", "H", "H", "H", "H", "H", "C", "O", "N", "C", "C", "H", "H", "H", "H", "H", "H", "H", "C", "O", "N", "C", "C", "H", "H", "H", "H", "H", "H", "H"], "coordinates": [[-3.6301, 0.2775, 4.6824], [-2.8501, -1.4821, 4.2275], [-3.4785, -2.0439, 2.9689], [-2.3173, -3.4675, 2.2874], [-2.8556, -2.1219, 5.1086], [-1.7859, -1.2770, 4.1182], [-3.4873, -1.2390, 2.2340], [-4.5231, -2.3169, 3.0870], [3.7112, -0.8403, 2.5657], [5.2607, -2.0769, 2.6202], [4.9880, -3.4571, 3.1290], [6.6298, -4.5783, 3.0221], [5.9250, -1.6725, 3.3867], [5.8391, -2.0642, 1.7012], [4.3194, -4.0654, 2.5250], [4.6665, -3.4618, 4.1666], [-1.4147, -1.6480, -0.3945], [-0.8069, 0.0562, 0.3796], [0.2579, -0.0470, 1.4420], [0.3803, 1.6132, 2.4668], [-1.7273, 0.5660, 0.6622], [-0.5445, 0.6947, -0.4665], [1.2611, -0.2477, 1.0801], [-0.0010, -0.8334, 2.1493], [0.1502, 0.3019, -5.5063], [0.5631, 0.2408, -6.6633], [-0.9252, -0.3896, -5.1012], [-1.5310, -0.1435, -3.7871], [-1.4805, -1.5028, -5.8506], [0.5429, 0.9959, -4.7547], [-1.2321, -0.9244, -3.0856], [-2.6109, -0.0937, -3.9086], [-1.1988, 0.7633, -3.2872], [-1.7479, -2.4077, -5.3180], [-2.3373, -1.0461, -6.3671], [-0.8669, -1.7021, -6.7290], [2.2429, -4.1477, 5.9886], [2.6171, -3.8236, 7.0874], [1.5263, -3.3954, 5.1290], [0.9847, -2.1090, 5.5143], [1.3167, -3.7288, 3.7203], [2.4461, -5.1177, 5.5091], [1.5124, -1.7607, 6.4003], [-0.0873, -2.0579, 5.7384], [1.0628, -1.3633, 4.7176], [1.5275, -4.7934, 3.5731], [0.2341, -3.7202, 3.5865], [1.9379, -3.1431, 3.0507], [1.6803, 2.8464, -2.5680], [0.7087, 3.1182, -3.2551], [1.8557, 3.3928, -1.3407], [2.7916, 2.8290, -0.3831], [1.1325, 4.5298, -0.7968], [2.5057, 2.1782, -2.8523], [2.1518, 2.2498, 0.3021], [3.3206, 3.5568, 0.2251], [3.3907, 1.9754, -0.7101], [1.7531, 5.4309, -0.8190], [0.4144, 4.7945, -1.5785], [0.7295, 4.3053, 0.1851], [-2.7002, 2.9135, -2.4371], [-2.8781, 1.8868, -1.8155], [-3.3981, 3.2655, -3.5425], [-3.0005, 4.4487, -4.2697], [-4.3572, 2.4327, -4.2128], [-1.9693, 3.6601, -2.1092], [-2.7446, 4.2359, -5.3104], [-2.2233, 5.0553, -3.8119], [-3.8593, 5.1298, -4.3372], [-3.8974, 2.1154, -5.1593], [-4.5977, 1.4850, -3.7381], [-5.2723, 2.9662, -4.4707]], "atomic_forces_ev_per_a": [[0.068, -0.658, -0.085], [0.597, 0.224, 0.464], [0.342, 0.986, 0.051], [-0.773, -0.088, 0.592], [-0.709, -0.027, -0.054], [-0.101, 0.175, -0.513], [0.250, -0.243, -0.270], [0.187, -0.639, 0.151], [0.601, -0.730, -0.069], [1.093, 0.407, 0.918], [-0.416, -1.181, -0.420], [-0.349, 0.638, 0.165], [-0.135, 0.521, -0.230], [-0.574, 0.088, -0.323], [-0.258, 0.334, 0.017], [0.046, -0.012, -0.009], [0.572, 0.540, 0.141], [-0.659, 0.975, -1.061], [-0.369, -0.523, 0.215], [-0.095, -0.174, -0.085], [0.033, -0.373, 0.732], [0.557, -0.333, -0.064], [-0.096, 0.023, -0.282], [0.030, 0.090, 0.116], [-0.316, 0.095, -1.776], [0.421, -0.009, 0.851], [0.014, -0.590, 1.925], [0.580, -0.442, -0.085], [-0.424, 1.719, -1.916], [0.060, 0.099, 0.063], [-0.458, -0.271, -0.114], [-0.050, -0.088, 0.223], [0.121, 0.305, -0.585], [0.147, 0.183, 0.455], [-0.581, -0.697, 0.321], [0.550, -0.264, 0.443], [0.046, -0.146, -0.826], [-0.048, 0.012, 0.506], [-0.633, 1.029, -0.735], [0.088, 0.791, 0.353], [-0.538, -1.610, 1.277], [0.333, -0.273, 0.223], [0.019, 0.088, -0.066], [-0.029, -0.817, 0.152], [0.598, -0.146, -0.091], [0.430, 0.080, 0.013], [0.120, 0.693, -0.713], [-0.348, 0.311, -0.124], [-0.922, 1.048, 0.680], [0.365, -0.327, -0.488], [1.662, -0.031, 0.575], [-1.191, -1.656, 0.804], [-0.198, 0.206, -1.964], [-0.181, -0.226, -0.084], [0.107, 0.483, 0.497], [0.278, 0.131, -0.397], [0.489, 0.724, -0.810], [0.405, -0.242, 0.634], [-0.631, -0.294, 0.584], [-0.240, 0.120, -0.034], [-0.630, -0.266, -0.057], [0.044, -0.410, 0.362], [0.887, 0.584, 0.481], [-1.040, 0.912, -0.555], [0.279, -0.778, -1.086], [0.119, 0.168, -0.205], [0.306, -0.254, 0.127], [0.259, -0.546, 0.245], [-0.050, -0.064, -0.002], [-0.168, 0.143, -0.135], [0.102, 0.364, 0.710], [0.004, 0.139, 0.248]], "homo_ev": -8.775, "lumo_energy_ev": 0.1658, "orbital_gap_ev": 8.9, "energy_ev": -453719.1907, "relative_energy_kj_mol": 183.8, "smiles": "CN(C)C=O.CN(C)C=O.CN(C)C=O.CN(C)C=O.BrCCBr.BrCCBr.BrCCBr"}